1.
104
Properties=species:S:1:pos:R:3 method="wB97M-V/def2-TZVPD" charge=+1 e_above_lowest_ev=1.737
O 1.035 1.707 -3.348
H 0.684 0.855 -3.079
H 0.355 2.123 -3.883
H 1.857 1.490 -3.794
O 3.220 -1.705 -3.125
H 3.647 -1.950 -2.301
H 3.527 -0.872 -3.491
H 2.277 -1.830 -2.997
C -0.229 -0.309 -0.365
C -0.191 -1.196 -1.564
O 0.656 -0.940 -2.616
H 0.777 -0.188 0.035
H -0.985 -0.587 0.369
H -0.517 0.684 -0.710
H -1.240 -1.168 -1.859
H 0.036 -2.180 -1.154
C -3.992 4.208 0.511
C -2.847 3.276 1.064
C -2.845 2.979 2.604
O -2.685 4.115 3.392
C -2.503 3.934 4.798
N -2.943 2.060 0.283
H -4.990 3.787 0.632
H -3.845 4.380 -0.555
H -3.943 5.169 1.023
H -1.946 3.792 0.732
H -2.010 2.311 2.816
H -3.778 2.524 2.938
H -1.456 3.911 5.099
H -2.938 3.007 5.173
H -2.894 4.788 5.350
H -2.782 2.342 -0.673
H -2.206 1.403 0.499
C 3.187 -1.797 0.216
C 4.478 -2.222 -0.332
C 4.638 -3.697 -0.869
O 3.755 -4.061 -1.960
C 3.117 -5.420 -1.928
N 5.053 -1.271 -1.276
H 2.875 -2.478 1.008
H 2.414 -1.864 -0.550
H 3.091 -0.814 0.676
H 5.116 -2.103 0.544
H 4.521 -4.275 0.048
H 5.647 -3.935 -1.204
H 3.839 -6.168 -1.602
H 2.656 -5.611 -2.897
H 2.310 -5.570 -1.210
H 6.031 -1.487 -1.148
H 4.917 -0.315 -0.981
C 1.030 2.486 5.335
C 2.382 1.970 4.829
C 2.713 2.431 3.399
O 1.736 1.993 2.397
C 2.009 2.299 0.999
N 3.329 2.635 5.769
H 0.905 3.528 5.042
H 0.835 2.306 6.392
H 0.168 2.065 4.818
H 2.467 0.886 4.895
H 3.667 2.126 2.970
H 2.723 3.515 3.520
H 1.050 2.772 0.787
H 2.214 1.414 0.397
H 2.836 3.009 0.985
H 3.666 3.534 5.457
H 2.959 2.710 6.706
C -1.136 -0.688 3.795
C -0.991 -2.149 3.840
C 0.372 -2.742 3.177
O 0.489 -4.227 3.273
C 1.731 -4.805 3.091
N -1.104 -2.617 5.220
H -1.571 -0.386 2.842
H -0.220 -0.100 3.846
H -1.892 -0.298 4.477
H -1.866 -2.507 3.298
H 1.223 -2.229 3.625
H 0.391 -2.414 2.138
H 2.357 -4.486 3.925
H 2.317 -4.477 2.233
H 1.453 -5.855 3.184
H -0.370 -2.415 5.885
H -1.066 -3.619 5.103
C -3.754 -1.012 -5.276
C -3.293 0.446 -5.183
C -4.236 1.340 -6.021
O -3.973 0.988 -7.435
C -4.714 1.859 -8.267
N -3.226 0.711 -3.713
H -2.960 -1.719 -5.035
H -3.840 -1.115 -6.358
H -4.612 -1.362 -4.701
H -2.300 0.441 -5.633
H -4.032 2.389 -5.807
H -5.318 1.212 -5.983
H -4.711 2.925 -8.039
H -5.752 1.542 -8.362
H -4.428 1.854 -9.319
H -2.852 -0.111 -3.261
H -4.122 0.945 -3.311
O -0.184 -1.781 -5.114
H -0.255 -2.711 -4.901
H -0.196 -1.339 -4.265



2.
115
Properties=species:S:1:pos:R:3 method="wB97M-V/def2-TZVPD" e_above_lowest_ev=1.879
C 7.611 4.778 -0.280
C 8.316 5.233 0.951
O 8.835 4.073 1.543
H 6.898 4.052 -0.160
H 8.291 4.211 -0.916
H 7.124 5.597 -0.773
H 7.545 5.631 1.587
H 9.070 5.952 0.732
H 9.504 3.683 1.028
C 1.198 2.225 2.366
C 2.378 3.051 2.046
O 2.287 4.332 2.586
H 1.227 1.809 3.364
H 1.145 1.372 1.692
H 0.285 2.815 2.340
H 2.511 3.179 0.956
H 3.314 2.665 2.450
H 2.823 4.999 2.126
C 5.073 4.233 -2.347
C 4.113 4.379 -1.252
O 2.886 4.860 -1.630
H 4.797 3.468 -3.079
H 6.079 3.969 -2.097
H 5.149 5.171 -2.958
H 4.504 5.043 -0.517
H 3.988 3.428 -0.695
H 2.551 4.389 -2.438
C 8.914 7.540 3.313
C 10.098 8.073 4.052
O 11.101 8.519 3.223
H 9.209 6.548 2.940
H 8.593 8.162 2.517
H 8.115 7.442 4.076
H 10.571 7.313 4.613
H 9.761 8.859 4.704
H 11.960 8.128 3.459
C 5.163 10.762 6.029
C 6.606 10.425 5.661
O 6.762 9.054 5.346
H 4.943 10.135 6.910
H 4.546 10.425 5.210
H 4.924 11.801 6.412
H 7.327 10.650 6.503
H 6.915 11.050 4.843
H 6.653 8.965 4.409
C 5.490 11.816 -2.324
C 6.026 10.502 -1.808
O 6.096 10.589 -0.402
H 4.661 12.260 -1.789
H 5.314 11.738 -3.439
H 6.306 12.520 -2.334
H 7.037 10.250 -2.150
H 5.355 9.637 -2.038
H 6.794 11.146 -0.170
C 2.338 11.897 2.464
C 3.294 11.000 1.709
O 3.844 11.731 0.664
H 1.553 11.338 3.038
H 1.786 12.518 1.766
H 2.941 12.436 3.166
H 2.878 10.052 1.368
H 4.128 10.671 2.371
H 4.602 11.263 0.350
C 4.209 6.698 5.648
O 5.393 6.072 6.102
N 4.220 7.970 5.206
N 3.076 6.084 5.378
H 5.135 8.508 5.328
H 3.353 8.509 4.885
H 3.049 5.042 5.485
H 2.207 6.571 5.149
C 5.807 8.177 2.117
O 6.157 9.370 2.691
N 5.291 7.234 2.869
N 5.929 7.904 0.888
H 4.894 7.525 3.879
H 5.315 6.223 2.616
H 6.076 8.711 0.264
H 5.587 7.058 0.482
C 6.147 12.750 2.776
O 5.770 14.032 2.222
H 6.393 12.025 1.969
H 5.451 12.276 3.478
H 7.103 12.882 3.324
H 5.273 13.829 1.410
C 5.907 4.333 3.331
O 5.270 4.520 2.071
H 6.717 3.606 3.253
H 5.208 3.879 4.069
H 6.285 5.241 3.774
H 5.383 3.714 1.586
C 8.962 10.872 2.326
O 10.303 10.776 1.945
H 8.780 10.479 3.332
H 8.253 10.397 1.623
H 8.764 11.972 2.462
H 10.562 9.883 2.181
C 9.099 8.775 -0.404
O 9.594 8.463 -1.691
H 8.071 8.290 -0.418
H 8.920 9.846 -0.341
H 9.721 8.386 0.431
H 9.380 9.165 -2.323
C 2.759 7.142 0.937
O 2.668 7.361 2.301
H 3.534 7.793 0.586
H 1.869 7.387 0.325
H 3.005 6.160 0.662
H 3.591 7.490 2.641
C 6.878 7.476 -3.136
O 6.143 7.411 -1.896
H 6.513 6.740 -3.935
H 7.901 7.270 -2.995
H 6.861 8.462 -3.585
H 5.205 7.446 -2.162



3.
117
Properties=species:S:1:pos:R:3 method="wB97M-V/def2-TZVPD" charge=+1
N 1.311 -0.329 -1.376
C 1.270 -1.795 -1.147
C 2.638 -2.572 -1.457
C 3.545 -2.832 -0.165
C 3.428 -4.184 0.509
C 4.388 -4.283 1.690
C 5.208 -3.044 1.954
N 5.226 -1.802 1.310
N 4.383 -1.833 0.287
N 4.378 -0.631 -0.455
H 1.635 0.193 -0.555
H 1.888 -0.144 -2.205
H 0.856 -2.030 -0.104
H 0.481 -2.208 -1.873
H 2.380 -3.606 -1.879
H 3.282 -2.069 -2.265
H 2.761 -5.016 0.156
H 4.506 -5.207 2.328
H 5.939 -3.125 2.832
H 5.307 -0.191 -0.332
H 3.684 0.006 -0.041
C -1.908 2.200 -0.576
O -2.015 0.870 -1.064
H -2.902 2.646 -0.545
H -1.485 2.190 0.433
H -1.268 2.784 -1.243
H -1.122 0.500 -1.082
C -1.712 4.089 -3.817
O -0.340 4.109 -3.440
H -1.916 3.165 -4.359
H -2.338 4.129 -2.922
H -1.927 4.944 -4.463
H -0.187 4.933 -2.964
C 2.730 0.450 3.618
O 3.490 0.987 2.536
H 2.099 1.234 4.029
H 2.101 -0.368 3.256
H 3.405 0.085 4.396
H 4.039 0.273 2.191
C 5.899 -1.957 -4.205
O 4.557 -1.513 -4.042
H 6.218 -2.456 -3.290
H 5.957 -2.661 -5.038
H 6.551 -1.101 -4.395
H 4.299 -1.076 -4.863
C -1.770 1.933 -7.077
O -0.385 1.906 -6.756
H -1.934 1.333 -7.973
H -2.348 1.512 -6.249
H -2.084 2.962 -7.268
H -0.265 2.443 -5.962
C -1.027 2.653 3.880
O -0.272 3.189 2.801
H -1.661 3.439 4.291
H -1.656 1.834 3.518
H -0.352 2.290 4.656
H 0.279 2.477 2.456
C -4.883 4.753 -5.691
O -3.914 5.180 -6.642
H -4.389 4.141 -4.936
H -5.336 5.623 -5.212
H -5.652 4.159 -6.191
H -4.374 5.717 -7.297
C 8.162 -1.506 4.425
O 8.555 -1.106 3.122
H 8.924 -1.189 5.136
H 7.209 -1.034 4.680
H 8.065 -2.595 4.458
H 7.858 -1.403 2.520
C -7.958 4.435 -2.820
O -7.578 4.827 -4.133
H -7.199 4.780 -2.117
H -8.919 4.886 -2.566
H -8.032 3.348 -2.769
H -8.264 4.511 -4.733
C -10.734 1.449 -3.296
O -10.490 2.742 -2.767
H -9.864 1.134 -3.873
H -10.900 0.743 -2.478
H -11.610 1.478 -3.948
H -11.275 2.995 -2.262
C 5.767 -7.245 0.385
O 5.586 -7.370 1.789
H 5.611 -6.203 0.101
H 6.783 -7.544 0.117
H 5.042 -7.874 -0.137
H 5.729 -8.299 2.011
C -14.933 2.860 -2.484
O -13.562 2.881 -2.109
H -15.135 1.936 -3.025
H -15.561 2.901 -1.591
H -15.152 3.713 -3.132
H -13.410 3.707 -1.633
C 3.850 4.552 1.267
O 3.674 4.431 2.669
H 3.686 5.590 0.981
H 4.868 4.258 0.998
H 3.126 3.915 0.750
H 3.824 3.503 2.895
C 2.012 -9.135 1.665
O 3.380 -9.147 2.051
H 1.797 -10.046 1.107
H 1.377 -9.099 2.553
H 1.814 -8.267 1.029
H 3.544 -8.333 2.542
C 0.157 -0.329 6.467
O 0.869 0.729 5.834
H -0.126 -1.064 5.713
H 0.794 -0.808 7.215
H -0.744 0.066 6.943
H 1.107 1.362 6.523
C 3.547 -2.221 8.793
O 2.246 -1.892 9.257
H 3.744 -1.662 7.877
H 4.289 -1.949 9.548
H 3.606 -3.292 8.582
H 2.095 -2.397 10.065



4.
117
Properties=species:S:1:pos:R:3 method="wB97M-V/def2-TZVPD" e_above_lowest_ev=3.564
C 7.228 3.506 1.583
C 8.163 4.066 2.634
O 7.432 4.296 3.745
H 7.667 3.198 0.634
H 6.444 4.252 1.455
H 6.748 2.627 2.013
H 8.561 5.017 2.279
H 9.028 3.449 2.876
H 7.693 3.630 4.385
C -8.271 4.321 1.711
C -8.132 2.815 1.996
O -7.090 2.298 1.192
H -7.315 4.844 1.679
H -8.993 4.783 2.384
H -8.710 4.404 0.717
H -9.052 2.242 1.886
H -7.873 2.713 3.049
H -7.099 1.383 1.482
C 0.925 6.521 -2.285
C 0.707 7.216 -3.627
O 0.353 8.572 -3.376
H 1.458 5.581 -2.423
H 0.037 6.381 -1.669
H 1.632 7.158 -1.754
H -0.033 6.752 -4.279
H 1.586 7.155 -4.270
H 0.894 9.017 -4.032
C -1.632 4.779 4.044
C -0.167 5.137 4.218
O -0.107 6.537 4.110
H -1.690 3.691 4.022
H -2.064 5.078 3.089
H -2.252 5.208 4.831
H 0.478 4.687 3.463
H 0.189 4.743 5.170
H 0.792 6.867 4.038
C 5.357 -3.893 5.481
C 5.270 -3.785 7.008
O 5.180 -2.442 7.236
H 6.127 -3.217 5.111
H 4.437 -3.710 4.927
H 5.751 -4.881 5.239
H 6.220 -4.147 7.400
H 4.464 -4.263 7.565
H 4.438 -2.191 6.680
C 5.527 3.006 -5.853
C 5.757 1.571 -5.341
O 5.652 0.711 -6.450
H 5.516 3.776 -5.082
H 4.503 3.015 -6.227
H 6.192 3.218 -6.691
H 5.052 1.261 -4.570
H 6.776 1.463 -4.970
H 5.791 -0.173 -6.102
C 0.674 -0.385 0.036
C -0.843 -0.472 0.202
O -1.050 -1.237 1.428
H 0.963 -0.020 -0.950
H 1.195 -1.318 0.249
H 1.171 0.380 0.634
H -1.369 -0.990 -0.601
H -1.200 0.557 0.257
H -1.988 -1.403 1.547
C 6.601 -4.576 -1.738
C 7.141 -5.051 -3.126
O 6.415 -4.514 -4.180
H 7.037 -5.071 -0.869
H 5.517 -4.627 -1.639
H 6.756 -3.500 -1.662
H 7.146 -6.138 -3.202
H 8.213 -4.864 -3.185
H 5.571 -4.969 -4.146
C -3.684 3.243 -8.016
C -3.904 2.041 -7.104
O -2.844 2.143 -6.169
H -4.419 3.155 -8.816
H -2.684 3.317 -8.442
H -3.833 4.202 -7.518
H -3.791 1.175 -7.756
H -4.901 1.933 -6.676
H -3.240 2.733 -5.524
C -5.096 -3.918 -4.252
C -5.670 -5.234 -3.676
O -5.177 -5.397 -2.336
H -4.008 -3.942 -4.183
H -5.414 -3.019 -3.724
H -5.399 -3.788 -5.291
H -5.389 -6.019 -4.378
H -6.759 -5.191 -3.703
H -5.155 -6.318 -2.069
C -2.117 -7.653 4.946
C -2.274 -7.181 6.334
O -2.074 -8.369 7.093
H -1.150 -8.066 4.659
H -2.427 -6.909 4.211
H -2.819 -8.483 4.863
H -3.242 -6.759 6.606
H -1.569 -6.393 6.597
H -2.310 -8.081 7.978
O -0.595 -6.280 -0.974
H -1.535 -6.426 -0.869
H -0.385 -5.600 -0.333
O -5.619 -1.791 6.893
H -6.416 -1.264 6.847
H -5.633 -2.319 6.095
O 0.776 -1.168 -6.014
H 1.557 -0.638 -6.177
H 0.063 -0.532 -5.954
O -6.172 -3.122 2.203
H -7.065 -3.286 2.505
H -6.022 -3.785 1.528
O -5.471 4.318 -2.455
H -5.613 3.741 -1.705
H -6.297 4.293 -2.938
O 1.147 -0.432 5.394
H 0.517 -0.749 4.747
H 0.617 -0.226 6.164



Number 1: Kohn-Sham gap 6.75 eV, HOMO energy -10.8 eV, largest force on an atom 4.50 eV/A. Number 2: Kohn-Sham gap 9.48 eV, HOMO energy -9.3 eV, largest force on an atom 7.69 eV/A. Number 3: Kohn-Sham gap 5.86 eV, HOMO energy -11.0 eV, largest force on an atom 5.67 eV/A. Number 4: Kohn-Sham gap 9.72 eV, HOMO energy -10.0 eV, largest force on an atom 3.12 eV/A.